75
Properties=species:S:1:pos:R:3:lowdin_charge:R:1 method="wB97M-V/def2-TZVPD" orbital_gap_ev=8.46 smiles=CC1(C)CCCC(C)(C)N1O.CO.CO.CO.CO.CO.CO.CO.O e_lumo_ev=0.15 homo_energy_ev=-8.32
C -1.062 -1.637 -2.938 -0.1800
O -1.458 -0.639 -3.816 -0.1300
H -0.143 -1.295 -2.461 0.0855
H -1.949 -1.678 -2.307 0.0785
H -0.957 -2.596 -3.444 0.0745
H -0.777 0.034 -3.748 0.0717
C -3.717 -4.969 -8.235 -0.1756
O -4.560 -6.073 -8.418 -0.1310
H -3.841 -4.631 -7.207 0.0806
H -2.710 -5.261 -8.534 0.0784
H -3.963 -4.271 -9.036 0.0752
H -5.461 -5.748 -8.486 0.0723
C -4.564 4.533 -0.860 -0.1507
O -3.973 4.432 0.463 -0.1246
H -4.104 5.272 -1.515 0.0707
H -4.335 3.652 -1.459 0.0678
H -5.646 4.661 -0.860 0.0715
H -3.863 3.503 0.678 0.0653
C 1.840 4.687 -3.434 -0.1642
O 2.450 3.563 -4.048 -0.1327
H 1.647 4.341 -2.419 0.0705
H 2.495 5.521 -3.182 0.0743
H 0.967 4.952 -4.031 0.0808
H 3.403 3.644 -4.134 0.0713
C -8.712 -2.991 -2.298 -0.1562
O -8.571 -2.322 -1.040 -0.1342
H -9.160 -2.409 -3.103 0.0733
H -7.701 -3.245 -2.615 0.0754
H -9.224 -3.933 -2.102 0.0736
H -9.416 -2.056 -0.670 0.0684
C -6.059 1.332 -7.035 -0.1684
O -4.978 2.260 -6.906 -0.1179
H -6.495 1.071 -6.071 0.0742
H -6.795 1.702 -7.750 0.0763
H -5.758 0.399 -7.512 0.0681
H -4.326 1.750 -6.418 0.0676
C -3.991 -2.665 2.359 -0.2080
O -4.484 -1.371 2.235 -0.0901
H -4.519 -3.513 1.922 0.0809
H -2.935 -2.741 2.100 0.0726
H -3.821 -3.009 3.379 0.0662
H -5.395 -1.465 1.949 0.0780
C 4.895 -1.496 5.718 -0.0525
C 4.074 -0.195 5.796 -0.4419
C 4.609 0.632 7.073 -0.1312
C 5.861 1.455 6.857 -0.1782
C 5.763 2.237 5.503 -0.1373
C 5.509 1.345 4.252 -0.4758
N 4.167 0.646 4.627 -0.1494
O 3.642 0.077 3.538 -0.0118
C 5.258 2.378 3.170 -0.0603
C 6.700 0.485 3.902 -0.0250
C 2.563 -0.668 6.204 -0.0186
H 4.703 -2.268 6.463 0.0790
H 4.745 -1.953 4.740 0.0796
H 5.965 -1.302 5.785 0.0641
H 3.806 1.319 7.342 0.1054
H 4.748 -0.050 7.912 0.1153
H 6.044 2.202 7.629 0.1071
H 6.744 0.817 6.813 0.0921
H 6.453 3.025 5.202 0.1119
H 4.803 2.736 5.634 0.1091
H 4.250 2.772 3.299 0.0878
H 5.426 1.935 2.188 0.0839
H 5.837 3.301 3.155 0.0846
H 6.228 -0.402 3.478 0.0857
H 7.359 0.224 4.730 0.0746
H 7.284 1.065 3.187 0.0845
H 1.980 -1.124 5.404 0.0657
H 2.564 -1.418 6.994 0.0712
H 1.991 0.203 6.522 0.0665
H 2.879 0.631 3.362 0.1140
O 3.556 -3.209 -7.585 -0.0545
H 3.588 -2.983 -8.515 0.0274
H 2.623 -3.209 -7.370 0.0271

***

76
Properties=species:S:1:pos:R:3:lowdin_spin:R:1 method="wB97M-V/def2-TZVPD" charge=+1 orbital_gap_ev="8.27 / 2.43" spin_multiplicity=2 e_lumo_ev="-3.32 / -9.16" homo_energy_ev="-11.59 / -11.59"
C -0.962 -2.715 -2.711 0.0002
C -1.363 -3.757 -3.826 0.0000
O -0.214 -4.070 -4.530 0.0001
H -0.439 -2.998 -1.798 0.0000
H -1.720 -1.997 -2.398 0.0001
H -0.177 -2.097 -3.145 0.0000
H -2.110 -3.453 -4.560 0.0000
H -1.814 -4.640 -3.373 0.0000
H 0.236 -3.237 -4.692 0.0000
C 2.812 -2.670 -0.849 0.0001
C 2.540 -3.757 -1.897 0.0000
O 1.871 -4.852 -1.273 0.0000
H 3.246 -1.792 -1.328 0.0000
H 3.586 -3.009 -0.161 0.0000
H 1.905 -2.349 -0.337 0.0001
H 3.523 -4.094 -2.225 0.0000
H 1.939 -3.348 -2.709 0.0000
H 1.368 -5.355 -1.918 0.0000
C -0.255 3.691 -0.681 0.0000
C -0.621 4.824 0.196 0.0000
O -1.984 5.062 0.007 0.0000
H -0.156 2.771 -0.105 0.0000
H 0.769 3.742 -1.050 0.0000
H -0.851 3.552 -1.583 0.0000
H -0.031 5.721 0.007 0.0000
H -0.425 4.638 1.252 0.0000
H -2.264 5.477 0.827 0.0000
C -3.893 1.885 -3.167 0.0000
C -3.368 0.787 -2.326 0.0001
O -2.087 1.119 -1.806 0.0000
H -3.764 2.864 -2.704 0.0000
H -4.980 1.824 -3.123 0.0000
H -3.552 1.861 -4.202 0.0000
H -3.380 -0.254 -2.648 0.0000
H -3.825 0.919 -1.345 0.0000
H -2.118 2.029 -1.502 0.0000
C 5.175 1.302 3.889 0.0000
C 3.808 1.829 3.923 0.0000
C 3.037 1.478 2.695 0.0000
O 3.731 2.123 1.609 0.0000
C 3.566 1.383 0.419 0.0000
N 3.245 1.307 5.192 0.0000
H 5.713 1.471 2.956 0.0000
H 5.103 0.228 4.058 0.0000
H 5.765 1.659 4.733 0.0000
H 3.917 2.913 3.975 0.0000
H 2.024 1.851 2.848 0.0000
H 2.838 0.409 2.613 0.0000
H 4.362 1.768 -0.218 0.0000
H 2.657 1.539 -0.161 0.0000
H 3.710 0.305 0.490 0.0000
H 2.280 1.494 4.958 0.0000
H 3.457 0.320 5.159 0.0000
C -5.262 -1.545 2.283 0.0294
C -3.743 -1.598 2.511 0.1365
C -2.850 -1.354 1.190 0.0312
O -1.549 -1.567 1.738 0.0494
C -0.538 -0.902 0.951 0.0053
N -3.469 -0.588 3.421 0.6189
H -5.753 -1.853 3.206 0.0010
H -5.496 -2.261 1.496 0.0016
H -5.619 -0.570 1.952 0.0022
H -3.556 -2.552 3.004 0.0745
H -2.994 -0.298 0.963 -0.0006
H -3.074 -1.957 0.310 0.0058
H -0.393 0.155 1.174 0.0025
H -0.547 -1.213 -0.094 0.0010
H 0.403 -1.275 1.353 0.0006
H -3.933 -0.832 4.285 0.0180
H -2.497 -0.626 3.692 0.0219
O 0.681 0.666 -1.731 0.0001
H 0.635 -0.128 -1.198 0.0000
H -0.210 0.786 -2.060 0.0000
O 2.697 1.024 -3.599 0.0000
H 3.221 1.794 -3.376 0.0000
H 2.016 0.994 -2.927 0.0000

***

77
Properties=species:S:1:pos:R:3:lowdin_charge:R:1 method="wB97M-V/def2-TZVPD" orbital_gap_ev=9.65 smiles=COC[C@H](C)N.COC[C@H](C)N.COC[C@H](C)N.COC[C@H](C)N.O.O.O e_lumo_ev=0.36 homo_energy_ev=-9.28
C 1.019 -1.828 -2.527 -0.0545
C 0.329 -1.093 -3.674 -0.4048
C -1.150 -1.490 -3.782 -0.2268
O -1.758 -0.766 -4.809 -0.1880
C -3.159 -0.734 -4.716 -0.0988
N 0.449 0.389 -3.544 0.0560
H 0.807 -2.898 -2.534 0.0811
H 0.714 -1.384 -1.578 0.0556
H 2.102 -1.689 -2.470 0.0786
H 0.770 -1.419 -4.625 0.1374
H -1.571 -1.292 -2.783 0.1249
H -1.254 -2.563 -3.980 0.1336
H -3.607 -0.461 -5.672 0.0917
H -3.506 -0.121 -3.881 0.0809
H -3.545 -1.761 -4.602 0.0919
H 1.275 0.595 -4.099 0.0817
H -0.328 0.724 -4.119 0.0799
C -2.662 1.844 -0.779 -0.0624
C -4.149 1.926 -1.082 -0.4087
C -4.918 0.984 -0.108 -0.2216
O -6.322 1.214 -0.258 -0.1976
C -7.023 0.157 0.405 -0.1006
N -4.620 3.304 -0.795 0.0358
H -2.488 2.196 0.233 0.0680
H -2.118 2.462 -1.495 0.0883
H -2.361 0.821 -1.019 0.0685
H -4.524 1.698 -2.081 0.1300
H -4.640 1.288 0.908 0.1220
H -4.655 -0.065 -0.271 0.1103
H -6.876 0.279 1.481 0.0888
H -6.654 -0.825 0.096 0.0790
H -8.080 0.174 0.148 0.0865
H -5.616 3.329 -0.628 0.0601
H -4.178 3.637 0.056 0.0649
C -1.774 0.368 3.751 -0.0637
C -0.886 -0.191 2.679 -0.4040
C -1.586 -1.115 1.705 -0.2136
O -1.954 -2.312 2.387 -0.1649
C -2.589 -3.170 1.454 -0.1117
N -0.231 0.858 1.860 0.0401
H -2.830 0.345 3.447 0.0792
H -1.560 1.395 4.052 0.0781
H -1.787 -0.173 4.701 0.0813
H -0.072 -0.658 3.242 0.1457
H -0.966 -1.352 0.835 0.1138
H -2.465 -0.619 1.273 0.1103
H -3.542 -2.753 1.117 0.0845
H -2.769 -4.151 1.898 0.0887
H -1.912 -3.393 0.620 0.0861
H -0.942 1.538 1.590 0.0642
H 0.417 1.418 2.405 0.0863
C 7.450 -1.866 1.892 -0.0692
C 7.250 -0.573 2.662 -0.4177
C 6.225 0.373 2.052 -0.2363
O 4.982 -0.273 2.030 -0.1960
C 3.933 0.435 1.409 -0.0927
N 6.817 -0.803 4.086 0.0292
H 6.567 -2.512 1.954 0.0774
H 8.291 -2.457 2.254 0.0718
H 7.501 -1.717 0.809 0.0782
H 8.145 0.049 2.761 0.1299
H 6.510 0.699 1.039 0.1270
H 6.226 1.338 2.579 0.1273
H 3.178 -0.187 0.934 0.0813
H 4.336 1.158 0.693 0.0838
H 3.443 1.016 2.204 0.0857
H 5.852 -1.115 3.943 0.0602
H 7.296 -1.653 4.382 0.0593
O 1.933 3.661 0.064 -0.0792
H 1.941 3.580 1.023 0.0169
H 1.723 2.763 -0.263 -0.0163
O 1.065 1.044 -0.684 -0.1194
H 0.667 0.892 -1.572 0.0154
H 0.420 0.657 -0.055 0.0098
O 3.711 1.003 -2.127 -0.0604
H 2.942 1.138 -1.549 -0.0069
H 3.342 0.681 -2.951 0.0089

***

no.,DFT total energy (eV),F_max (hartree/bohr)
1,-37296.94437,0.0707
2,-36749.45335,0.0870
3,-37693.62052,0.0538